Entry from OMol25: a cluster of 11 separate species, H22O11 in total in a non-equilibrium geometry (the ωB97M-V functional and the def2-TZVPD basis).

Summary:
E_HOMO in eV: -10.06
Relative energy (zero: lowest compared OMol25 entry of this formula, charge and spin) in kcal/mol: 38.7
E_tot in a.u.: -840.81843

Element x y z (Å)
O -1.620 0.333 3.568
H -1.520 0.982 4.270
H -2.043 0.817 2.839
O -0.041 2.677 -2.472
H -0.412 2.110 -1.785
H 0.784 2.245 -2.716
O -0.438 0.194 -0.049
H -0.033 0.669 0.687
H 0.197 -0.523 -0.251
O 1.192 2.242 1.553
H 1.360 2.699 2.386
H 0.879 2.930 0.955
O 2.656 -0.019 2.516
H 2.093 -0.635 2.998
H 2.065 0.696 2.227
O 0.526 -3.145 -2.349
H 0.562 -3.712 -3.127
H 0.428 -2.253 -2.717
O -3.057 1.130 1.256
H -3.955 0.895 1.002
H -2.712 1.626 0.508
O -2.228 0.299 -2.881
H -2.376 0.921 -2.165
H -2.605 0.727 -3.656
O 3.900 -0.371 0.220
H 3.707 -0.207 1.170
H 3.032 -0.586 -0.145
O 1.516 -1.727 -0.342
H 1.960 -2.376 0.213
H 1.066 -2.259 -1.041
O -1.980 -2.200 -0.735
H -1.437 -2.795 -1.262
H -1.464 -1.382 -0.675

Löwdin atomic charge list, values in e, 6 entries: O -0.073; H 0.025; H -0.015; O -0.063; H -0.009; H 0.040

=====

Entry from OMol25: a structure of composition C47H38AlClFN3OSSb (the ωB97M-V functional and the def2-TZVPD basis).

Summary:
E_HOMO in eV: -9.73
Charge: +1
E_tot in a.u.: -3494.18063

Element x y z (Å)
Al -0.726 1.076 -1.769
Cl 4.323 2.382 2.423
C 3.044 2.522 1.266
C 2.826 3.634 0.568
C 1.709 3.704 -0.368
C 1.083 2.593 -0.761
O 0.013 2.636 -1.617
C 1.577 1.198 -0.285
C 0.307 0.347 -0.369
N 0.112 -0.992 0.168
C -1.208 -1.250 0.565
C -1.414 -2.330 1.405
C -2.638 -2.598 2.022
C -3.706 -1.777 1.811
C -3.588 -0.719 0.890
C -4.714 0.085 0.603
C -4.669 1.042 -0.365
C -3.470 1.186 -1.066
N -2.376 0.493 -0.810
C -2.364 -0.462 0.208
C 2.125 1.347 1.157
H 3.455 4.502 0.711
H 1.384 4.664 -0.744
H -0.320 0.939 0.326
H -0.560 -2.956 1.629
H -2.714 -3.434 2.704
H -4.648 -1.931 2.318
H -5.624 -0.091 1.164
H -5.518 1.664 -0.606
H -3.405 1.904 -1.879
H 2.666 0.441 1.428
C -2.016 -0.084 -7.699
C -1.774 0.226 -6.257
C -1.227 1.438 -5.853
C -0.994 1.674 -4.516
N -1.310 0.774 -3.570
C -1.858 -0.399 -3.944
C -2.095 -0.701 -5.260
H -1.572 0.666 -8.348
H -3.089 -0.124 -7.897
H -1.602 -1.060 -7.954
H -0.949 2.188 -6.579
H -0.542 2.592 -4.164
H -2.103 -1.091 -3.148
H -2.529 -1.658 -5.516
S 0.770 1.592 2.393
Sb 0.847 -0.562 3.521
C 1.858 0.148 5.252
C 1.330 1.139 6.077
C 2.081 1.647 7.124
C 3.367 1.172 7.353
C 3.898 0.183 6.541
C 3.142 -0.328 5.493
C -1.160 -0.449 4.240
C -2.075 0.517 3.831
C -3.394 0.464 4.266
C -3.812 -0.554 5.108
C -2.907 -1.522 5.521
C -1.592 -1.471 5.084
C 0.839 -2.097 -0.374
C 2.117 -2.386 0.080
C 2.836 -3.431 -0.486
C 2.269 -4.211 -1.483
C 0.975 -3.946 -1.915
C 0.267 -2.889 -1.366
H 0.329 1.518 5.901
H 1.668 2.417 7.762
H 3.954 1.576 8.167
H 4.896 -0.191 6.723
H 3.564 -1.105 4.865
H -1.767 1.325 3.178
H -4.093 1.230 3.953
H -4.838 -0.590 5.451
H -3.224 -2.314 6.187
H -0.896 -2.234 5.419
H 2.540 -1.795 0.880
H 3.836 -3.645 -0.133
H 2.828 -5.031 -1.913
H 0.522 -4.564 -2.679
H -0.745 -2.679 -1.694
F 1.598 0.529 -6.707
C 1.871 0.582 -5.383
C 2.231 1.793 -4.825
C 2.497 1.841 -3.464
C 2.408 0.699 -2.668
C 2.740 0.743 -1.199
C 2.053 -0.504 -3.278
C 1.777 -0.575 -4.637
H 2.317 2.671 -5.451
H 2.791 2.781 -3.012
H 3.584 1.416 -1.032
H 3.060 -0.251 -0.884
H 2.018 -1.409 -2.687
H 1.523 -1.510 -5.118

Löwdin atomic charge list, values in e, 6 entries: Al 0.301; Cl 0.697; C -0.743; C -0.100; C -0.007; C -0.285

=====

Entry from OMol25: a structure of composition C2H5FO2Yb in a non-equilibrium geometry (the ωB97M-V functional and the def2-TZVPD basis).

Summary:
Multiplicity: 2
E_HOMO (spin up / spin down) in eV: -14.40 / -14.37
Charge: +1
E_tot in a.u.: -1487.98972

Element x y z (Å)
O -0.169 -1.864 -0.498
C 0.507 -1.064 0.359
O 0.393 0.287 -0.146
C 0.354 1.310 0.821
Yb -1.225 -0.875 -2.078
H 1.593 -1.276 0.387
H 0.078 -1.077 1.384
H 0.813 2.215 0.402
H 0.894 1.006 1.733
H -0.691 1.527 1.081
F -2.546 -0.191 -3.446

Löwdin atomic charge list, values in e, 6 entries: O -0.353; C -0.390; O -0.269; C -0.088; Yb 2.048; H 0.145

=====

Which of these has the lowest E_tot?
C47H38AlClFN3OSSb